# C13H15CoPSe2

C13H15CoPSe2 as an isolated structure (ωB97M-V/def2-TZVPD, the OMol25 dataset).

Computed properties:
E_LUMO (alpha / beta) = 0.0088 / -0.0329 hartree
Charge = 0
Multiplicity = 4
Highest occupied orbital energy (alpha / beta) = -0.2689 / -0.3186 Ha
Gap between HOMO and LUMO (alpha / beta) = 7.554 / 7.775 eV
Largest force on an atom = 2.7 eV Å⁻¹
ΔE to the lowest compared entry with this formula, charge and spin = 0.000 eV

Each line ends with the natural charge from an NBO analysis.
Element x y z (Å)
Co: -0.097 -0.234 0.450  0.76
C: 0.288 -0.033 -2.479  -0.79
H: 1.326 0.133 -2.754  0.23
H: -0.036 -1.030 -2.799  0.23
H: -0.365 0.713 -2.939  0.23
H: 0.206 0.155 -1.339  0.12
H: -0.973 -0.481 -0.835  -0.01
Se: 2.117 0.512 1.070  -0.49
P: 0.471 0.141 2.523  0.67
Se: -2.125 -0.981 0.153  -0.44
C: 0.278 1.351 3.858  -0.37
C: 0.953 1.201 5.089  -0.19
C: 0.954 2.239 6.020  -0.21
C: 0.338 3.465 5.708  -0.19
C: -0.280 3.636 4.456  -0.20
C: -0.288 2.593 3.518  -0.18
C: 0.585 -1.367 3.536  -0.39
C: 1.795 -2.048 3.591  -0.15
C: 1.947 -3.113 4.482  -0.23
C: 0.842 -3.496 5.261  -0.20
C: -0.407 -2.847 5.157  -0.21
C: -0.540 -1.771 4.276  -0.20
H: 1.521 0.278 5.274  0.23
H: 1.453 2.096 6.985  0.22
H: 0.364 4.283 6.435  0.22
H: -0.706 4.604 4.179  0.22
H: -0.659 2.754 2.493  0.23
H: 2.625 -1.726 2.973  0.22
H: 2.911 -3.618 4.580  0.22
H: 0.930 -4.328 5.971  0.22
H: -1.272 -3.143 5.762  0.22
H: -1.480 -1.218 4.181  0.23

=====

# C13H15F6N2O5PtSb

C13H15F6N2O5PtSb as an isolated structure (ωB97M-V/def2-TZVPD, the OMol25 dataset).

Computed properties:
E_LUMO (alpha / beta) = -0.1783 / -0.2774 hartree
Charge = +1
Multiplicity = 4
Highest occupied orbital energy (alpha / beta) = -0.4930 / -0.5027 Ha
Gap between HOMO and LUMO (alpha / beta) = 8.565 / 6.133 eV
Largest force on an atom = 0.5 eV Å⁻¹
ΔE to the lowest compared entry with this formula, charge and spin = 0.409 eV

Each line ends with the Mulliken spin population.
Element x y z (Å)
Pt: -0.224 -0.067 0.537  1.63
O: -1.854 1.312 0.778  0.11
C: -2.269 2.133 -0.025  0.00
C: -2.100 2.108 -1.472  0.06
C: -2.635 3.143 -2.188  0.01
C: -2.536 3.142 -3.585  0.26
C: -1.926 2.118 -4.304  -0.07
C: -1.402 1.056 -3.615  0.24
C: -1.448 1.010 -2.174  0.11
O: -0.951 0.025 -1.594  0.38
N: -3.123 4.283 -4.326  -0.02
O: -3.062 4.234 -5.531  0.01
O: -3.612 5.165 -3.657  0.04
H: -2.842 2.980 0.372  0.01
H: -3.143 3.971 -1.707  0.00
H: -1.888 2.178 -5.382  0.00
H: -0.914 0.230 -4.116  -0.01
O: 0.422 -1.943 -0.115  0.12
C: 0.068 -3.117 0.111  0.01
C: 1.018 -4.224 -0.179  0.01
C: 1.768 -4.392 1.174  0.00
C: 0.904 -4.541 2.442  0.00
C: 0.182 -3.271 2.937  0.00
C: -1.122 -2.937 2.193  0.00
N: -1.040 -3.442 0.798  0.00
H: 1.712 -3.957 -0.972  0.00
H: 0.485 -5.139 -0.444  0.00
H: 2.430 -3.532 1.300  0.00
H: 2.405 -5.271 1.075  0.00
H: 1.583 -4.852 3.236  0.00
H: 0.198 -5.372 2.329  0.00
H: 0.874 -2.426 2.873  0.00
H: -0.052 -3.383 3.996  0.00
H: -1.321 -1.872 2.193  0.00
H: -1.988 -3.421 2.637  0.00
H: -1.181 -4.442 0.785  0.00
F: 1.870 -0.316 1.520  0.04
Sb: 1.549 0.835 3.079  0.00
F: -0.173 -0.058 2.962  0.04
F: 2.215 -0.542 4.145  0.00
F: 3.180 1.687 2.837  0.00
F: 0.968 1.917 4.468  0.00
F: 0.718 1.939 1.718  0.02

=====

# C13H15FMoN2O7SSe

C13H15FMoN2O7SSe as an isolated structure (ωB97M-V/def2-TZVPD, the OMol25 dataset).

Computed properties:
E_LUMO = -0.3123 hartree
Charge = +2
Highest occupied orbital energy = -0.5684 Ha
Gap between HOMO and LUMO = 6.967 eV
Largest force on an atom = 1.0 eV Å⁻¹
ΔE to the lowest compared entry with this formula, charge and spin = 0.640 eV

Each line ends with the Mulliken charge.
Element x y z (Å)
Mo: -0.076 0.139 -0.677  0.99
N: 1.278 -2.515 0.159  -0.18
C: 2.336 -1.679 -0.173  0.62
C: 3.672 -2.023 0.021  -0.97
C: 4.654 -1.115 -0.309  -0.25
C: 4.295 0.128 -0.835  -0.79
C: 2.967 0.422 -0.975  -0.37
N: 1.999 -0.463 -0.623  0.40
H: 1.554 -3.354 0.651  0.28
H: 0.655 -2.759 -0.602  0.16
H: 3.913 -3.008 0.397  0.40
H: 5.696 -1.372 -0.176  0.45
H: 5.037 0.861 -1.114  0.45
H: 2.635 1.384 -1.336  0.46
F: -4.555 1.547 3.070  -0.19
C: -3.537 1.265 2.332  0.37
C: -3.201 -0.063 2.121  -0.95
C: -1.943 -0.349 1.651  0.00
C: -0.967 0.656 1.322  0.24
C: 0.424 0.337 1.415  -0.55
C: -1.430 2.067 1.266  0.28
C: -2.795 2.400 1.805  -0.48
H: -3.880 -0.838 2.450  0.53
H: -1.645 -1.392 1.583  0.43
H: 0.704 -0.632 1.811  0.39
H: 1.141 1.135 1.579  0.29
H: -0.687 2.858 1.305  0.57
H: -3.020 3.384 2.198  0.57
C: -2.493 -2.027 -3.330  -1.05
S: -1.601 -1.724 -1.865  1.49
O: -2.071 -0.470 -1.172  -0.60
O: -0.159 -1.319 -2.187  -0.68
O: -1.626 -2.866 -0.999  -0.60
H: -2.501 -1.132 -3.950  0.38
H: -3.501 -2.315 -3.032  0.42
H: -1.995 -2.855 -3.834  0.42
O: 1.940 3.590 0.227  -0.45
Se: 1.316 5.042 0.036  0.96
O: -2.516 2.311 0.415  -0.35
O: 0.159 1.661 -1.197  -0.56
O: -0.176 5.082 0.568  -0.52

=====

Repeat the first record exactly.
# C13H15CoPSe2

C13H15CoPSe2 as an isolated structure (ωB97M-V/def2-TZVPD, the OMol25 dataset).

Computed properties:
E_LUMO (alpha / beta) = 0.0088 / -0.0329 hartree
Charge = 0
Multiplicity = 4
Highest occupied orbital energy (alpha / beta) = -0.2689 / -0.3186 Ha
Gap between HOMO and LUMO (alpha / beta) = 7.554 / 7.775 eV
Largest force on an atom = 2.7 eV Å⁻¹
ΔE to the lowest compared entry with this formula, charge and spin = 0.000 eV

Each line ends with the natural charge from an NBO analysis.
Element x y z (Å)
Co: -0.097 -0.234 0.450  0.76
C: 0.288 -0.033 -2.479  -0.79
H: 1.326 0.133 -2.754  0.23
H: -0.036 -1.030 -2.799  0.23
H: -0.365 0.713 -2.939  0.23
H: 0.206 0.155 -1.339  0.12
H: -0.973 -0.481 -0.835  -0.01
Se: 2.117 0.512 1.070  -0.49
P: 0.471 0.141 2.523  0.67
Se: -2.125 -0.981 0.153  -0.44
C: 0.278 1.351 3.858  -0.37
C: 0.953 1.201 5.089  -0.19
C: 0.954 2.239 6.020  -0.21
C: 0.338 3.465 5.708  -0.19
C: -0.280 3.636 4.456  -0.20
C: -0.288 2.593 3.518  -0.18
C: 0.585 -1.367 3.536  -0.39
C: 1.795 -2.048 3.591  -0.15
C: 1.947 -3.113 4.482  -0.23
C: 0.842 -3.496 5.261  -0.20
C: -0.407 -2.847 5.157  -0.21
C: -0.540 -1.771 4.276  -0.20
H: 1.521 0.278 5.274  0.23
H: 1.453 2.096 6.985  0.22
H: 0.364 4.283 6.435  0.22
H: -0.706 4.604 4.179  0.22
H: -0.659 2.754 2.493  0.23
H: 2.625 -1.726 2.973  0.22
H: 2.911 -3.618 4.580  0.22
H: 0.930 -4.328 5.971  0.22
H: -1.272 -3.143 5.762  0.22
H: -1.480 -1.218 4.181  0.23